--- A ---
Computed, not measured: a cluster of 2 separate species, CH4N3O in total, with ωB97M-V/def2-TZVPD.

Its HOMO-LUMO gap is 8.326 eV. The net charge is +1. The value obtained for the HOMO energy is -13.120 eV.

Atoms and positions in Å:
H 0.8180 1.2520 -1.1425
N -0.2755 0.6264 2.0705
H -0.6976 0.2530 3.0670
N -0.7000 -1.2924 -1.1988
C 0.2599 -0.5889 -1.2234
H -1.5945 -1.8108 -1.1820
N 1.1688 0.3306 -1.0405
H 2.0277 0.1495 -0.6069
O -1.0068 1.0806 1.2567

Mulliken population analysis, charges in e, atoms 1 to 5: 0.28 0.00 0.24 -0.10 0.43

--- B ---
Computed, not measured: a cluster of 2 separate species, CH4N3O in total, with ωB97M-V/def2-TZVPD.

Its HOMO-LUMO gap is 8.017 eV. The net charge is +1. The value obtained for the HOMO energy is -14.804 eV.

Atoms and positions in Å:
O -4.0881 -0.4490 -0.0101
H -1.6893 -0.7399 -0.4089
H 0.7848 -1.1722 0.0290
N 0.8353 -0.1696 0.0528
N -3.6698 0.5404 0.0387
N -1.6083 0.2376 -0.1395
H 1.7149 0.1972 0.3517
C -0.3034 0.5558 0.0190
H -0.3025 1.6457 0.3119

Mulliken population analysis, charges in e, atoms 1 to 5: 0.07 0.23 0.22 -0.33 0.62

Stability summary: most stable B, least stable A.